--- a ---
Computed, not measured: an isolated ion of composition C11H13N3 and charge +2, with ωB97M-V with the def2-TZVPD basis set.

Structure (XYZ):
```
27
Properties=species:S:1:pos:R:3:lowdin_charge:R:1
N 1.98 -0.20 -1.25 0.114
C 0.93 0.24 -0.03 -0.135
N -0.15 1.05 -0.52 -0.032
C -0.31 2.29 0.05 0.022
C -1.08 3.27 -0.53 0.032
C -1.77 3.02 -1.73 0.049
C -1.78 1.70 -2.18 0.019
C -0.93 0.76 -1.59 0.010
N 0.47 -1.06 0.53 0.002
C -0.47 -1.03 1.51 0.023
C -0.52 -2.04 2.44 0.010
C 0.38 -3.04 2.42 0.038
C 1.11 -3.19 1.25 0.024
C 1.19 -2.16 0.39 -0.030
H 1.57 -0.55 -2.07 0.054
H 2.56 0.63 -1.43 0.095
H 1.60 0.76 0.71 0.195
H 0.38 2.53 0.88 0.162
H -1.03 4.26 -0.12 0.133
H -2.35 3.74 -2.26 0.130
H -2.56 1.41 -2.98 0.171
H -1.11 -0.29 -1.92 0.167
H -1.18 -0.28 1.46 0.125
H -1.34 -1.83 3.12 0.150
H 0.68 -3.70 3.24 0.162
H 1.77 -4.01 1.05 0.138
H 1.95 -2.27 -0.44 0.172
```

Summary:
- Highest occupied orbital energy: -0.652 Eh
- Net charge: +2

--- b ---
Computed, not measured: a 2-piece molecular cluster, C11H13N3 overall, with ωB97M-V with the def2-TZVPD basis set.

Structure (XYZ):
```
27
Properties=species:S:1:pos:R:3:lowdin_charge:R:1
C 2.23 -2.58 1.34 0.065
C -2.30 2.92 1.14 -0.005
C 2.62 -1.33 0.84 0.051
C 1.04 -3.17 0.92 0.042
C -2.18 1.62 1.73 -0.021
C -1.64 3.19 -0.05 -0.014
C 1.86 -0.70 -0.15 0.049
C 0.31 -2.49 0.02 0.037
C -1.53 0.64 1.01 -0.089
C -0.83 2.20 -0.58 -0.117
C -0.06 -0.74 -1.53 -0.020
N 0.71 -1.31 -0.56 -0.015
N -0.93 0.95 -0.18 0.041
N 0.40 0.09 -2.51 0.230
H 2.73 -3.17 2.05 0.131
H -3.02 3.68 1.68 0.170
H 3.65 -0.92 1.06 0.169
H 0.77 -4.12 1.29 0.140
H -2.72 1.53 2.68 0.129
H -1.55 4.08 -0.68 0.131
H 2.31 0.18 -0.47 0.137
H -0.58 -2.85 -0.41 0.147
H -1.68 -0.30 1.43 0.094
H -0.29 2.41 -1.39 0.075
H -1.06 -1.08 -1.52 0.153
H -0.29 0.33 -3.20 0.152
H 1.32 -0.03 -2.87 0.140
```

Summary:
- Highest occupied orbital energy: -0.607 Eh
- Net charge: +2

Most stable structure - a; separation to the second - 0.0255 hartree.

--- a ---
Computed, not measured: a 2-piece molecular cluster, C3H11N2O overall, with ωB97M-V with the def2-TZVPD basis set.

Structure (XYZ):
```
17
Properties=species:S:1:pos:R:3:lowdin_charge:R:1
C 0.57 -0.74 -1.88 -0.104
C 0.12 -0.30 -0.55 -0.410
C 0.79 0.48 0.31 -0.184
N 1.96 1.14 0.00 0.063
N -1.11 -0.98 -0.10 0.059
H -0.17 -0.52 -2.67 0.079
H 0.87 -1.78 -1.97 0.073
H 1.41 -0.16 -2.29 0.067
H 0.35 0.82 1.24 0.098
H 2.46 0.77 -0.80 0.075
H 2.54 1.43 0.77 0.086
H -0.97 -2.01 -0.02 0.032
H -2.00 -0.83 -0.74 0.065
H -1.41 -0.57 0.78 0.039
H -1.67 1.86 2.60 0.044
H -1.90 0.43 3.07 0.036
O -1.85 0.96 2.27 -0.119
```

Summary:
- Highest occupied orbital energy (alpha / beta): -0.116 / -0.317 Eh
- <S²>: 0.751
- Multiplicity: 2

--- b ---
Computed, not measured: a 2-piece molecular cluster, C3H11N2O overall, with ωB97M-V with the def2-TZVPD basis set.

Structure (XYZ):
```
17
Properties=species:S:1:pos:R:3:lowdin_charge:R:1
C -0.69 2.37 1.13 -0.117
C 0.19 1.21 0.76 -0.502
C -0.56 0.11 0.28 -0.184
N 0.33 -0.80 -0.59 0.063
N 1.52 1.50 0.45 0.016
H -0.08 3.26 1.30 0.056
H -1.34 2.65 0.30 0.058
H -1.32 2.16 2.01 0.073
H -1.22 -0.45 0.94 0.055
H 0.97 -1.54 -0.24 0.121
H -0.16 -1.20 -1.37 0.090
H 1.03 -0.10 -0.87 0.100
H 2.30 0.96 0.79 0.073
H 1.74 2.48 0.45 0.067
H -1.74 -3.77 -1.68 0.043
H -0.40 -4.03 -0.95 0.043
O -0.83 -3.47 -1.61 -0.055
```

Summary:
- Highest occupied orbital energy (alpha / beta): -0.132 / -0.256 Eh
- <S²>: 0.755
- Multiplicity: 2

Most stable structure - a; separation to the second - 0.0198 hartree.

--- a ---
Computed, not measured: a 2-piece molecular cluster, C14H16O2 overall, with ωB97M-V with the def2-TZVPD basis set.

Structure (XYZ):
```
32
Properties=species:S:1:pos:R:3:lowdin_charge:R:1
C -2.79 -0.64 -1.76 -0.056
C -2.41 -0.47 -0.28 -0.321
C -2.93 -1.34 0.60 -0.076
C -2.49 -1.26 1.95 -0.049
C -1.86 -0.14 2.39 -0.364
O -1.57 0.26 3.66 0.027
C -1.26 0.63 1.37 -0.028
C -1.54 0.61 0.04 -0.054
H -2.36 0.15 -2.68 0.151
H -3.78 -0.82 -1.95 0.020
H -2.13 -1.47 -2.02 0.061
H -3.94 -1.88 0.57 0.145
H -2.58 -2.05 2.89 0.167
H -2.13 -0.12 4.39 0.135
H -0.50 1.28 1.82 0.129
H -0.98 1.09 -0.84 0.102
C 1.05 1.81 -2.28 -0.042
C 1.73 0.94 -1.22 -0.260
C 3.05 1.34 -0.85 -0.018
C 3.72 0.51 0.07 -0.022
C 3.09 -0.62 0.61 -0.389
O 3.71 -1.17 1.62 0.025
C 1.82 -1.03 0.17 0.025
C 1.09 -0.15 -0.70 -0.067
H 1.57 2.67 -2.45 0.036
H -0.01 2.10 -2.20 0.071
H 1.02 1.31 -3.17 0.049
H 3.36 2.41 -1.15 0.136
H 4.77 0.68 0.29 0.115
H 3.33 -2.10 1.96 0.195
H 1.70 -2.06 0.30 0.091
H 0.24 -0.47 -1.14 0.065
```

Summary:
- Highest occupied orbital energy: -0.297 Eh

--- b ---
Computed, not measured: a 2-piece molecular cluster, C14H16O2 overall, with ωB97M-V with the def2-TZVPD basis set.

Structure (XYZ):
```
32
Properties=species:S:1:pos:R:3:lowdin_charge:R:1
C 0.11 -3.59 2.12 -0.095
C 0.09 -2.99 0.79 -0.371
C -0.17 -3.81 -0.30 -0.060
C -0.19 -3.36 -1.63 -0.050
C 0.39 -2.18 -1.88 -0.346
O 0.60 -1.72 -3.12 0.024
C 0.84 -1.24 -0.76 0.017
C 0.61 -1.68 0.57 -0.048
H -0.66 -3.09 2.58 0.047
H 1.12 -3.35 2.70 0.120
H 0.08 -4.75 2.02 0.111
H -0.72 -4.86 0.04 0.162
H -0.85 -3.84 -2.32 0.113
H 1.23 -0.92 -2.99 0.145
H 1.41 -0.34 -1.08 0.095
H 0.94 -1.09 1.52 0.140
C -1.03 1.88 2.28 -0.105
C -0.54 2.26 0.94 -0.324
C -1.51 2.72 0.09 -0.081
C -1.12 3.15 -1.20 -0.039
C 0.21 3.37 -1.43 -0.339
O 0.54 4.14 -2.55 -0.033
C 1.25 2.93 -0.50 -0.027
C 0.94 2.30 0.68 -0.019
H -0.30 2.05 3.13 0.088
H -1.82 1.05 2.14 0.102
H -1.69 2.87 2.58 0.124
H -2.56 2.27 0.21 0.145
H -1.91 3.38 -2.02 0.151
H 0.73 3.39 -3.26 0.162
H 2.25 3.16 -0.62 0.078
H 1.77 1.91 1.28 0.114
```

Summary:
- Highest occupied orbital energy: -0.300 Eh

Most stable structure - b; separation to the second - 0.0028 hartree.

--- a ---
Computed, not measured: a 2-piece molecular cluster, C3H5IN3 overall, with ωB97M-V with the def2-TZVPD basis set.

Structure (XYZ):
```
12
Properties=species:S:1:pos:R:3:lowdin_charge:R:1
C -1.57 -0.41 -0.11 -0.139
C -1.73 0.69 1.74 -0.183
C 0.80 0.26 -0.65 0.032
N -2.42 -0.21 0.91 0.099
N -0.49 0.32 0.12 -0.186
N -0.53 0.91 1.34 0.099
I 3.87 -0.81 2.85 0.774
H -1.90 -0.93 -1.01 0.145
H -2.22 1.03 2.61 0.105
H 1.58 -0.03 0.07 0.064
H 0.55 -0.66 -1.21 0.095
H 0.87 1.20 -1.18 0.095
```

Summary:
- Highest occupied orbital energy (alpha / beta): -0.476 / -0.486 Eh
- Net charge: +1

--- b ---
Computed, not measured: C3H5IN3 as an isolated structure, with ωB97M-V with the def2-TZVPD basis set.

Structure (XYZ):
```
12
Properties=species:S:1:pos:R:3:lowdin_charge:R:1
C -0.46 -1.78 0.04 0.145
C -1.69 -0.28 0.45 -0.652
C 0.47 0.35 -0.05 -0.357
N -0.77 0.72 0.25 0.025
N 0.61 -1.02 -0.08 0.070
N 1.54 1.22 -0.20 0.160
I -3.68 -0.10 0.01 0.952
H -0.60 -2.82 -0.03 0.085
H -0.86 1.72 0.39 0.177
H 1.57 -1.18 -0.35 0.176
H 1.52 2.15 -0.65 0.147
H 2.37 1.02 0.23 0.072
```

Summary:
- Highest occupied orbital energy (alpha / beta): -0.438 / -0.438 Eh
- Net charge: +1

Most stable structure - b; separation to the second - 0.0724 hartree.

--- a ---
Computed, not measured: C6H20O4 as an isolated structure, with ωB97M-V with the def2-TZVPD basis set.

Structure (XYZ):
```
30
Properties=species:S:1:pos:R:3:lowdin_charge:R:1
C -3.39 12.25 8.88 -0.061
C -3.10 12.00 7.39 -0.313
O -1.66 11.93 7.22 -0.130
H -4.44 11.97 8.99 0.069
H -3.13 13.27 9.19 0.078
H -2.77 11.63 9.53 0.065
H -3.43 12.93 6.93 0.068
H -3.56 11.11 6.97 0.093
H -1.48 11.10 7.65 0.091
C -4.21 8.90 4.51 -0.062
C -5.31 9.86 5.12 -0.273
O -4.61 10.81 5.85 -0.168
H -4.62 8.13 3.85 0.064
H -3.75 8.42 5.37 0.065
H -3.39 9.43 4.02 0.065
H -6.01 9.22 5.66 0.111
H -5.90 10.32 4.32 0.106
H -5.22 11.48 6.17 -0.126
C -2.68 13.76 5.01 -0.074
O -2.10 12.81 5.93 -0.258
H -2.60 14.80 5.32 0.101
H -2.21 13.58 4.04 0.084
H -3.69 13.36 4.93 0.030
H -2.38 11.97 5.56 0.110
C -5.45 13.18 6.24 -0.031
O -6.26 11.99 5.92 -0.086
H -6.16 13.99 6.09 0.110
H -5.07 13.15 7.26 0.092
H -4.73 13.40 5.45 0.042
H -7.19 12.20 5.99 0.135
```

Summary:
- Highest occupied orbital energy: -0.296 Eh

--- b ---
Computed, not measured: a 4-piece molecular cluster, C6H20O4 overall, with ωB97M-V with the def2-TZVPD basis set.

Structure (XYZ):
```
30
Properties=species:S:1:pos:R:3:lowdin_charge:R:1
C -1.56 -2.77 1.71 -0.088
C -2.25 -1.78 0.77 -0.272
O -2.40 -2.31 -0.57 -0.100
H -1.72 -2.46 2.74 0.070
H -0.50 -3.05 1.57 0.084
H -2.16 -3.71 1.67 0.088
H -1.80 -0.81 0.67 0.084
H -3.29 -1.67 1.15 0.124
H -2.07 -3.20 -0.51 0.070
C 1.61 2.91 -2.04 -0.090
C 0.38 2.29 -2.78 -0.304
O -0.76 2.03 -1.96 -0.093
H 2.52 2.91 -2.66 0.068
H 1.86 2.33 -1.09 0.083
H 1.50 3.95 -1.75 0.062
H 0.78 1.30 -3.23 0.124
H 0.05 2.96 -3.54 0.094
H -0.39 1.66 -1.14 0.037
C 2.13 0.01 2.18 -0.072
C 0.69 0.59 1.86 -0.325
O 0.38 0.58 0.51 -0.117
H 2.92 0.52 1.58 0.069
H 2.15 -1.07 1.89 0.068
H 2.38 0.23 3.24 0.075
H 0.73 1.60 2.19 0.092
H -0.11 0.16 2.48 0.108
H 0.14 -0.29 0.12 0.044
O -0.06 -1.11 -1.48 -0.050
H -0.22 -0.29 -1.96 0.024
H -0.93 -1.52 -1.64 0.044
```

Summary:
- Highest occupied orbital energy: -0.371 Eh

Most stable structure - b; separation to the second - 0.3995 hartree.

--- a ---
Computed, not measured: a 2-piece molecular cluster, C2H10N5 overall, with ωB97M-V with the def2-TZVPD basis set.

Structure (XYZ):
```
17
Properties=species:S:1:pos:R:3:lowdin_charge:R:1
N -1.07 0.94 -1.95 0.075
C -1.62 1.66 -0.92 -0.326
N -1.95 1.12 0.19 0.059
H -0.76 1.41 -2.77 0.099
H -1.42 0.01 -2.12 0.111
H -1.75 2.72 -1.15 0.133
H -2.39 1.84 0.74 0.064
N 1.49 -0.28 -0.29 0.208
C 1.09 -0.94 0.80 -0.473
N -0.07 -0.67 1.38 0.205
N 1.91 -1.87 1.33 0.191
H 2.32 -0.61 -0.76 0.130
H 0.77 0.20 -0.82 0.082
H -0.36 -1.32 2.10 0.129
H -0.75 -0.04 0.92 0.061
H 2.89 -1.83 1.14 0.127
H 1.67 -2.34 2.19 0.125
```

Summary:
- Highest occupied orbital energy: -0.502 Eh
- Net charge: +1

--- b ---
Computed, not measured: a 2-piece molecular cluster, C2H10N5 overall, with ωB97M-V with the def2-TZVPD basis set.

Structure (XYZ):
```
17
Properties=species:S:1:pos:R:3:lowdin_charge:R:1
N -0.92 1.14 0.23 0.199
C -0.29 1.42 -0.91 -0.472
N 0.82 0.76 -1.23 0.218
N -0.76 2.37 -1.72 0.209
H -0.78 0.20 0.63 0.070
H -1.86 1.49 0.31 0.129
H 1.31 0.20 -0.55 0.114
H 1.35 1.03 -2.05 0.137
H -0.32 2.60 -2.59 0.133
H -1.70 2.70 -1.59 0.132
N -0.47 -1.49 1.61 0.037
C 0.82 -1.96 1.40 -0.369
N 1.13 -2.48 0.29 0.077
H -0.74 -1.40 2.58 0.101
H -1.17 -1.97 1.06 0.107
H 1.51 -1.77 2.22 0.126
H 2.08 -2.84 0.32 0.052
```

Summary:
- Highest occupied orbital energy: -0.492 Eh
- Net charge: +1

Most stable structure - a; separation to the second - 0.0105 hartree.